Entry from OMol25: the molecule C23H29N3O3 (wB97M-V/def2-TZVPD).

- HOMO level: -0.286 Eh
- SMILES: C[C@@H]1CCCN(C(=O)c2ccc(CNc3c(N4CCCCC4)c(=O)c3=O)cc2)C1
- E_LUMO: 0.46 eV
- Kohn-Sham gap: 8.255 eV

The geometry in ORCA input format:
```
! RIJCOSX wB97M-V def2-TZVPD def2/J DEFGRID3
* xyz 0 1
C -6.32108 -2.17830 1.17309
C -6.07236 -0.76898 0.64809
C -7.33529 -0.16788 0.02843
C -7.04101 1.22266 -0.52870
C -5.88813 1.15195 -1.52827
N -4.72287 0.55215 -0.91136
C -3.64861 1.32156 -0.62624
O -3.58729 2.50379 -0.91717
C -2.49344 0.63720 0.03950
C -1.74702 -0.32635 -0.63158
C -0.63735 -0.88986 -0.03055
C -0.25649 -0.50023 1.24836
C 0.99112 -1.07735 1.86870
N 2.17143 -0.34639 1.43664
C 2.84535 -0.73122 0.33358
C 3.88825 -0.21352 -0.44628
N 4.58962 0.92718 -0.49976
C 4.61912 1.87654 0.58773
C 5.70612 1.47887 1.60357
C 6.82374 0.71276 0.88404
C 7.02114 1.27205 -0.52295
C 5.75654 1.01121 -1.36007
C 3.91388 -1.41947 -1.29601
O 4.56722 -1.76969 -2.25360
C 2.80326 -1.97808 -0.43957
O 2.15018 -2.99868 -0.37826
C -0.99436 0.47259 1.90964
C -2.10338 1.04102 1.30949
C -4.95318 -0.77869 -0.40335
H -7.10535 -2.16975 1.92603
H -5.41756 -2.58541 1.62108
H -6.63007 -2.83675 0.36407
H -5.75047 -0.13004 1.47839
H -8.12661 -0.11153 0.77831
H -7.68376 -0.81813 -0.77804
H -7.92481 1.63162 -1.01983
H -6.76271 1.89397 0.28620
H -5.60384 2.14912 -1.86810
H -6.17702 0.54308 -2.39243
H -2.03544 -0.62903 -1.62762
H -0.06429 -1.64408 -0.54887
H 1.11885 -2.11705 1.56483
H 0.93966 -1.02015 2.96003
H 2.19654 0.62717 1.70663
H 3.63877 1.94112 1.05861
H 4.84594 2.85505 0.15496
H 6.10429 2.37888 2.07372
H 5.28008 0.85027 2.38673
H 6.55896 -0.34417 0.80801
H 7.74975 0.78203 1.45489
H 7.22483 2.34264 -0.45739
H 7.87764 0.79952 -1.00235
H 5.84226 0.07700 -1.91384
H 5.60339 1.82364 -2.07995
H -0.70304 0.78567 2.90291
H -2.67178 1.80286 1.82198
H -4.03550 -1.17347 0.03328
H -5.24809 -1.42525 -1.23907
*
```

***

Entry from OMol25: the molecule C19H23NO (wB97M-V/def2-TZVPD).

- HOMO level: -0.332 Eh
- SMILES: CC[C@H](C(=O)NCCCc1ccccc1)c1ccccc1
- E_LUMO: 0.76 eV
- Kohn-Sham gap: 9.782 eV

The geometry in ORCA input format:
```
! RIJCOSX wB97M-V def2-TZVPD def2/J DEFGRID3
* xyz 0 1
C -3.82120 -2.67803 1.06813
C -3.54605 -1.18237 1.17322
C -3.16902 -0.57261 -0.18168
C -1.94691 -1.18384 -0.87206
O -1.89067 -1.28093 -2.07979
N -0.94041 -1.57561 -0.06107
C 0.34700 -1.99060 -0.56584
C 1.43695 -0.97721 -0.21561
C 2.78117 -1.35911 -0.84318
C 3.84423 -0.37623 -0.44252
C 3.97344 0.83262 -1.11515
C 4.92562 1.75771 -0.72710
C 5.76253 1.48648 0.34221
C 5.64072 0.28610 1.02024
C 4.68603 -0.63684 0.63055
C -2.91881 0.91568 -0.09016
C -1.90601 1.43526 0.70828
C -1.68135 2.79890 0.76786
C -2.46514 3.66774 0.02873
C -3.47384 3.16172 -0.77211
C -3.69578 1.79744 -0.83131
H -2.94115 -3.21242 0.71785
H -4.63031 -2.86460 0.36598
H -4.10873 -3.08064 2.03694
H -4.44707 -0.67374 1.52609
H -2.77012 -0.99675 1.91944
H -4.00255 -0.73451 -0.87302
H -1.01873 -1.44359 0.93341
H 0.60132 -2.97470 -0.15592
H 0.24128 -2.07506 -1.64978
H 1.55068 -0.91922 0.87079
H 1.13475 0.00912 -0.57437
H 3.05877 -2.36306 -0.51502
H 2.67395 -1.37185 -1.92945
H 3.32411 1.04659 -1.95219
H 5.01665 2.69243 -1.26109
H 6.50794 2.20722 0.64456
H 6.29171 0.06726 1.85433
H 4.59680 -1.57394 1.16243
H -1.27667 0.77839 1.29095
H -0.88764 3.18343 1.39206
H -2.28782 4.73197 0.07481
H -4.08922 3.83086 -1.35542
H -4.48045 1.41055 -1.46500
*
```

***

Entry from OMol25: a cluster of 3 separate species, C33H39N2O12PS in total in a non-equilibrium geometry (wB97M-V/def2-TZVPD).

- HOMO level: -0.328 Eh
- SMILES: CCCCCCCCN1C(=O)c2c(CC)cc(N=C(C)C)c(P(O)(O)=S)c2C1=O.O=C1C=C(O)C(=O)C=C1O.O=C1C=C(O)C(=O)C=C1O
- E_LUMO: -1.78 eV
- Kohn-Sham gap: 7.143 eV

The geometry in ORCA input format:
```
! RIJCOSX wB97M-V def2-TZVPD def2/J DEFGRID3
* xyz 0 1
C 4.27584 0.23134 -0.41724
C 4.50607 1.62846 -1.17693
C 4.72740 1.32195 -2.76712
C 3.33794 1.66409 -3.50251
C 3.28362 0.84185 -4.91192
C 1.88121 0.06446 -4.93129
C 0.60036 1.04956 -5.16140
C -0.66048 0.39246 -4.37440
N -1.91007 0.34054 -5.20027
C -2.91781 1.41255 -4.93161
O -3.25037 2.38095 -5.64762
C -3.52902 1.03122 -3.51031
C -4.25254 1.86833 -2.42644
C -4.53771 3.41727 -2.67253
C -3.14569 4.27343 -2.66247
C -4.69802 1.08526 -1.13751
C -4.39459 -0.45403 -0.95837
N -4.86779 -1.06391 0.28822
C -5.78034 -2.00025 0.08425
C -5.81444 -3.24260 1.12620
C -6.85039 -2.04762 -1.10093
C -3.65168 -1.28402 -2.08074
P -3.25195 -3.11146 -1.92053
O -3.04834 -3.41174 -0.22705
O -4.62735 -4.04723 -2.35688
S -1.60878 -3.67574 -2.77470
C -3.25931 -0.49415 -3.35304
C -2.55407 -0.92545 -4.71925
O -2.51926 -1.99685 -5.34825
H 4.35858 0.42100 0.71617
H 3.27031 -0.27025 -0.67326
H 5.15949 -0.46211 -0.69251
H 5.42309 2.18679 -0.79477
H 3.52963 2.24189 -1.08530
H 4.94792 0.19857 -2.92759
H 5.52964 1.99071 -3.22770
H 2.43798 1.36991 -2.86465
H 3.20732 2.77716 -3.76046
H 4.14387 0.07447 -4.97184
H 3.39067 1.55277 -5.81044
H 1.82944 -0.75866 -5.72318
H 1.73403 -0.38189 -3.87485
H 0.84766 2.10512 -4.78422
H 0.41174 1.09273 -6.30143
H -0.76731 0.94447 -3.37862
H -0.38177 -0.70703 -4.14247
H -5.08373 3.52893 -3.68386
H -5.18641 3.85386 -1.83865
H -3.19461 5.16722 -1.93726
H -2.31573 3.56807 -2.32788
H -3.00994 4.67784 -3.72842
H -5.25759 1.69098 -0.34300
H -4.91383 -3.10302 1.83057
H -5.56273 -4.17180 0.49051
H -6.81107 -3.32541 1.67451
H -7.37868 -3.07390 -1.06690
H -7.63561 -1.21143 -1.05137
H -6.29260 -2.02748 -2.10538
H -2.40750 -2.76306 0.14454
H -4.24245 -4.93749 -2.53279
O 4.20058 -3.33038 2.09999
C 3.19589 -2.90174 2.64122
C 2.02954 -2.43909 1.88119
C 0.95384 -1.96074 2.50965
O -0.13859 -1.52956 1.81687
C 0.89783 -1.87554 3.99663
O -0.09434 -1.41559 4.53639
C 2.05410 -2.36025 4.75746
C 3.12816 -2.84173 4.12880
O 4.20911 -3.29785 4.82308
H 2.08399 -2.50431 0.80265
H -0.77535 -1.23206 2.49647
H 1.99377 -2.30971 5.83368
H 4.84907 -3.58956 4.14461
O 4.61737 4.24053 7.90080
C 4.15812 3.13654 7.66542
C 4.87581 1.90009 7.99253
C 4.34577 0.70970 7.70327
O 4.99946 -0.44644 8.00323
C 3.01640 0.59232 7.03920
O 2.57084 -0.51172 6.77313
C 2.28798 1.82707 6.73370
C 2.81633 3.01762 7.02597
O 2.15122 4.17271 6.75080
H 5.84027 1.99942 8.47215
H 4.41297 -1.16472 7.69429
H 1.31648 1.72691 6.26784
H 2.74115 4.89053 7.05409
*
```

***

Entry from OMol25: a structure of composition C33H46I2N9O3PTl in a non-equilibrium geometry (wB97M-V/def2-TZVPD).

- HOMO level: -0.155 Eh
- E_LUMO: 1.88 eV
- Kohn-Sham gap: 6.091 eV

The geometry in ORCA input format:
```
! RIJCOSX wB97M-V def2-TZVPD def2/J DEFGRID3
* xyz -1 1
Tl -0.24244 0.72026 -1.87774
O 0.77238 4.71946 -3.50814
C 0.75060 3.63701 -2.89801
N 0.60348 2.39987 -3.31209
C 0.51380 2.02251 -4.66769
C 0.16403 2.86933 -5.72915
C 0.11838 2.38435 -7.03120
C 0.42112 1.05001 -7.28178
C 0.75638 0.20329 -6.23321
C 0.79800 0.66862 -4.91578
N 0.99492 -0.16398 -3.80069
C 1.84399 -1.18677 -3.84378
O 2.71568 -1.45289 -4.68673
C 1.64591 -2.19339 -2.71159
C 2.02967 -3.51319 -2.93319
C 1.66594 -4.47865 -2.00919
C 0.94896 -4.09600 -0.88231
C 0.66897 -2.75227 -0.71352
N 1.01619 -1.81472 -1.59854
C 0.98273 3.70416 -1.39067
C 1.28255 4.92128 -0.78740
C 1.49976 4.95735 0.58036
C 1.41823 3.77852 1.31485
C 1.11679 2.61379 0.63859
N 0.90095 2.58386 -0.68321
H -0.04194 3.90790 -5.51680
H -0.14830 3.05009 -7.84347
H 0.40201 0.66630 -8.29572
H 0.99298 -0.83609 -6.41843
H 2.57073 -3.74056 -3.84367
H 1.91233 -5.52079 -2.17947
H 0.60459 -4.81716 -0.15214
H 0.12612 -2.40854 0.15918
H 1.33530 5.79600 -1.42166
H 1.72915 5.89437 1.07393
H 1.57838 3.76058 2.38695
H 1.02576 1.65790 1.15129
N -1.88797 1.84012 0.50197
C -3.33268 2.09811 0.44855
C -3.67637 3.33358 -0.38405
C -3.67639 3.14812 -1.90214
N -2.34347 2.86901 -2.45220
H -1.64741 0.99149 1.00491
H -1.40242 2.61202 0.94547
H -3.76543 2.21810 1.44533
H -3.81202 1.22795 -0.00179
H -2.98430 4.14838 -0.11868
H -4.67782 3.66666 -0.10182
H -4.12387 4.04138 -2.34998
H -4.32445 2.30468 -2.15213
H -1.74436 3.67361 -2.31737
H -2.38849 2.73055 -3.45588
O 0.05942 -0.29724 1.33911
P 0.28043 -1.30823 2.41083
N -0.81795 -2.52799 2.30715
C -1.98556 -2.36476 1.38061
C -2.88056 -3.53267 1.76559
C -2.66834 -3.64451 3.28006
C -1.16133 -3.44011 3.43150
N 0.12394 -0.71192 3.97474
C 1.27682 -0.05257 4.61990
C 1.18714 1.40748 4.16622
C -0.33805 1.67038 4.13313
C -0.99536 0.25897 4.13575
N 1.78681 -1.94220 2.35334
C 2.93763 -1.17483 1.84906
C 3.78158 -2.22702 1.13003
C 3.48469 -3.55071 1.87186
C 2.17370 -3.32150 2.66624
H -1.69147 -2.38154 0.33476
H -2.50320 -1.41378 1.55629
H -2.53056 -4.44511 1.27182
H -3.91266 -3.35849 1.46033
H -2.99094 -4.59973 3.69921
H -3.21170 -2.84270 3.79190
H -0.63976 -4.39632 3.32608
H -0.87789 -3.00717 4.38628
H 2.21095 -0.55034 4.36750
H 1.14358 -0.11398 5.70344
H 1.61320 1.48403 3.16532
H 1.72635 2.09751 4.82032
H -0.63496 2.24235 3.25261
H -0.65225 2.23080 5.01418
H -1.73439 0.13814 3.34400
H -1.49923 0.07690 5.08710
H 3.51103 -0.72901 2.67146
H 2.60043 -0.37397 1.19194
H 4.84021 -1.96750 1.15492
H 3.47748 -2.29761 0.08538
H 4.29702 -3.81788 2.55001
H 3.36534 -4.36838 1.16284
H 2.34313 -3.45600 3.73750
H 1.38262 -4.00994 2.36607
I -2.49901 -0.77434 -1.93234
I -5.06499 -2.50212 -1.63244
*
```